This record from the Open Molecules 2025 dataset describes 11 unconnected molecules or ions with the total composition C29H67N9O15 in a non-equilibrium geometry. The level of theory is wB97M-V/def2-TZVPD.

**Structure (SMILES)**: COC(=O)OC.COC(=O)OC.CNC(C)=O.CNC(C)=O.CNC(C)=O.CNC(C)=O.CNC(C)=O.CC(N)=O.CC(N)=O.CC(N)=O.CC(N)=O
**LUMO level**: -0.058 eV
**DFT total energy**: -75283.58693 eV
**Largest force on an atom**: 4.87 eV Å⁻¹
**Spin multiplicity**: 1

Atoms and positions in Å:
C1 -0.517 -2.876 -0.727
O1 -0.671 -2.057 0.480
C2 -0.290 -0.823 0.519
O2 0.407 -0.266 -0.323
O3 -0.866 -0.223 1.615
C3 -0.359 1.129 1.893
H1 0.239 -3.647 -0.577
H2 -0.476 -2.211 -1.589
H3 -1.443 -3.438 -0.844
H4 0.729 1.183 1.904
H5 -0.651 1.402 2.907
H6 -0.832 1.872 1.251
C4 3.001 -8.311 3.862
O4 2.930 -6.865 3.733
C5 2.883 -6.135 4.797
O5 3.227 -6.464 5.935
O6 2.515 -4.900 4.384
C6 2.711 -3.755 5.154
H7 2.311 -8.589 4.659
H8 3.916 -8.615 4.370
H9 2.729 -8.851 2.955
H10 2.881 -3.944 6.214
H11 1.819 -3.137 5.258
H12 3.644 -3.295 4.827
C7 -4.587 1.102 -5.481
C8 -4.853 1.460 -6.879
O7 -5.248 2.623 -7.144
N1 -4.674 0.526 -7.780
C9 -4.982 0.702 -9.202
H13 -3.542 0.808 -5.389
H14 -5.209 0.243 -5.228
H15 -4.929 1.876 -4.793
H16 -4.533 -0.371 -7.339
H17 -5.411 1.688 -9.382
H18 -5.677 -0.084 -9.496
H19 -4.043 0.510 -9.721
C10 3.230 -1.645 -6.192
C11 3.890 -3.045 -6.298
O8 5.088 -3.145 -6.593
N2 3.048 -4.100 -6.301
C12 3.473 -5.486 -6.489
H20 2.147 -1.750 -6.244
H21 3.513 -1.139 -7.116
H22 3.474 -1.107 -5.276
H23 2.039 -4.049 -6.319
H24 2.760 -6.137 -5.983
H25 4.509 -5.632 -6.183
H26 3.333 -5.660 -7.556
C13 2.104 12.416 0.722
C14 0.699 11.922 0.675
O9 -0.198 12.699 0.508
N3 0.636 10.619 0.619
C15 -0.625 9.910 0.491
H27 2.303 13.045 -0.146
H28 2.874 11.646 0.777
H29 2.329 12.967 1.635
H30 1.513 10.131 0.738
H31 -0.904 9.543 1.479
H32 -0.501 8.981 -0.065
H33 -1.429 10.513 0.069
C16 -4.811 1.669 8.165
C17 -4.705 0.222 8.008
O10 -5.683 -0.433 7.684
N4 -3.490 -0.278 8.079
C18 -3.175 -1.658 7.887
H34 -4.695 2.119 7.180
H35 -4.153 2.141 8.895
H36 -5.826 1.890 8.496
H37 -2.816 0.454 8.254
H38 -2.950 -1.669 6.821
H39 -4.023 -2.319 8.068
H40 -2.375 -2.040 8.521
C19 -3.696 -6.618 -6.705
C20 -2.957 -5.793 -7.630
O11 -2.510 -4.738 -7.247
N5 -2.772 -6.233 -8.850
C21 -1.911 -5.506 -9.840
H41 -3.135 -7.331 -6.101
H42 -4.594 -7.010 -7.183
H43 -4.035 -5.949 -5.914
H44 -3.128 -7.138 -9.119
H45 -1.317 -6.224 -10.405
H46 -1.312 -4.687 -9.441
H47 -2.519 -5.001 -10.592
O12 -7.526 -4.811 1.844
C22 -7.325 -3.799 2.522
N6 -7.491 -3.844 3.842
C23 -6.737 -2.557 1.875
H48 -7.839 -4.730 4.178
H49 -7.421 -3.035 4.442
H50 -7.587 -2.105 1.364
H51 -5.938 -2.872 1.203
H52 -6.304 -1.993 2.701
O13 4.851 5.224 2.099
C24 5.465 4.196 2.250
N7 5.416 3.250 1.287
C25 6.126 3.925 3.532
H53 4.844 3.448 0.478
H54 5.964 2.403 1.347
H55 5.435 3.294 4.091
H56 6.330 4.820 4.120
H57 7.017 3.398 3.188
O14 7.445 -1.792 0.106
C26 7.250 -2.431 -0.905
N8 7.801 -1.999 -2.004
C27 6.170 -3.528 -0.978
H58 8.427 -1.213 -1.906
H59 7.736 -2.309 -2.963
H60 6.535 -4.405 -0.442
H61 5.971 -3.842 -2.002
H62 5.295 -3.191 -0.422
O15 2.337 7.565 8.278
C28 1.515 7.806 7.358
N9 0.403 7.100 7.320
C29 1.704 8.979 6.418
H63 0.235 6.257 7.850
H64 -0.293 7.321 6.622
H65 0.811 9.142 5.815
H66 2.566 8.768 5.785
H67 1.946 9.925 6.902

Here are the Löwdin charges for atoms 1 to 5, given in e: 0.0104, 0.0100, -0.6085, 0.0912, -0.0183